Here is a structure of composition C9H5CoF6N4O7S2 from the OMol25 dataset. Energies are from the ωB97M-V functional and the def2-TZVPD basis.

Structure (XYZ):
```
34
Properties=species:S:1:pos:R:3:forces:R:3:nbo_charge:R:1
Co 0.378806 0.196485 0.103124 -1.4492 -1.0677 -0.4673 1.426
F -4.466455 -0.382947 1.697184 -0.0210 -0.0267 -0.0944 -0.292
C -3.614031 -1.210751 1.112778 -0.0515 -0.0287 -0.0431 0.739
F -3.989331 -2.465766 1.327025 -0.0319 0.0770 0.0038 -0.297
F -3.592979 -0.976365 -0.196039 -0.0533 -0.0512 0.0788 -0.301
S -1.931592 -0.935017 1.840850 0.3070 0.1397 0.0785 2.254
O -1.378340 0.073536 0.906409 -0.1458 -0.0573 0.6498 -0.965
O -2.140128 -0.537640 3.185689 -0.0215 -0.0005 -0.1090 -0.856
N -1.198133 -2.310909 1.752395 -0.0446 0.0376 -0.0859 -1.207
S -0.180644 -2.778917 0.665387 0.3154 0.3080 0.1045 2.260
O 0.208861 -1.690300 -0.267001 0.2204 -0.5525 0.3680 -0.962
O 0.857059 -3.578143 1.207770 -0.1002 0.0435 -0.0755 -0.854
C -1.154906 -3.864401 -0.447982 -0.0773 -0.0819 -0.0697 0.735
F -1.830981 -4.739083 0.284584 0.0422 0.0055 -0.1106 -0.294
F -2.008683 -3.133496 -1.164436 0.0519 -0.1125 0.0754 -0.306
F -0.322155 -4.501025 -1.258925 -0.1189 0.0266 -0.0186 -0.292
O 1.491954 0.315979 -1.276138 1.0234 0.0951 -0.5819 -0.417
N 1.687728 1.523964 -1.706168 0.1347 -0.2530 -0.0026 0.199
N 0.902480 2.327467 -1.163132 0.0052 0.6707 -0.0789 0.179
O -0.006652 1.867454 -0.321251 -0.0754 1.1871 0.1203 -0.474
C 0.927750 3.751589 -1.452365 -0.0603 -0.4188 0.1017 0.151
C -0.006074 4.549605 -0.822795 -0.0609 0.0761 0.0333 -0.227
C 0.010621 5.910962 -1.092927 -0.0237 -0.0149 0.0362 -0.191
C 0.943885 6.440865 -1.969493 0.0150 -0.0351 -0.0232 -0.186
C 1.873628 5.610026 -2.584090 0.0062 0.0305 0.0021 -0.191
C 1.876199 4.250271 -2.329056 0.0731 -0.0126 -0.0703 -0.230
H -0.721790 4.117286 -0.139395 0.0147 0.0133 -0.0087 0.254
H -0.709522 6.555269 -0.607449 0.0002 -0.0036 -0.0109 0.228
H 0.950135 7.502738 -2.176003 0.0063 -0.0096 0.0105 0.226
H 2.607820 6.022020 -3.262857 -0.0115 0.0011 -0.0005 0.228
H 2.597382 3.594385 -2.795611 -0.0229 0.0135 0.0185 0.247
O 2.680100 0.261857 3.545237 -0.0807 -0.0135 -0.2645 -0.569
C 2.090305 0.286073 2.523138 0.0044 -0.0269 0.3827 0.810
N 1.516146 0.348172 1.487944 0.2303 0.0418 0.0516 -0.827
```
Forces are in eV/Å.

Properties
- HOMO energy (alpha / beta): -9.87 / -9.89 eV
- E: -3869.8628 Eh
- Kohn-Sham gap (alpha / beta): 7.80 / 8.02 eV
- 2S+1: 1
- Charge: 0

---

Here is a structure of composition C9H5F6MoNO6S2Se8 from the OMol25 dataset. Energies are from the ωB97M-V functional and the def2-TZVPD basis.

Structure (XYZ):
```
38
Properties=species:S:1:pos:R:3:forces:R:3:nbo_charge:R:1
Mo -0.219056 -0.103872 -0.196177 0.0790 -0.3299 0.0865 0.213
Se 0.037203 2.205804 0.958619 -0.1861 0.1418 0.1507 0.338
Se -1.983645 2.744511 2.026753 0.0942 -0.0381 -0.0323 0.102
Se -1.311119 3.926448 0.104387 0.0309 0.0048 0.0169 0.049
Se -0.372238 1.454629 -2.178254 -0.0872 0.0200 0.0043 -0.030
Se -2.441507 -0.739757 0.106711 0.0949 0.0346 0.0527 0.244
Se -3.482670 -1.689892 -1.772751 -0.0319 0.0524 0.0796 -0.022
Se -1.912552 -1.682471 -3.497775 -0.0062 -0.1012 -0.1533 0.001
Se 0.043979 -0.760615 -2.618861 0.0411 0.0673 0.0347 0.340
O 1.061232 -1.676617 0.146539 -0.0600 0.0203 -0.0475 -0.661
C 2.160969 -1.020589 -0.052137 -0.1939 0.0922 0.0932 0.774
O 2.031911 0.178387 -0.408263 -0.0008 -0.0807 0.1156 -0.654
C 3.450873 -1.682682 0.157599 0.0277 0.0029 0.0261 -0.132
C 3.486121 -2.930457 0.772262 0.0356 -0.0208 -0.0106 -0.150
C 4.709785 -3.533523 1.009669 0.0045 0.0070 -0.0025 -0.217
C 5.882312 -2.894132 0.629682 0.0138 -0.0019 -0.0028 -0.173
C 5.842960 -1.646582 0.018063 -0.0056 -0.0373 0.0177 -0.223
C 4.624309 -1.033351 -0.212800 0.0065 0.0122 -0.0085 -0.158
H 2.562634 -3.403311 1.077537 -0.0131 0.0112 0.0012 0.242
H 4.751906 -4.496683 1.499983 -0.0093 -0.0020 -0.0042 0.223
H 6.836375 -3.369361 0.818963 0.0013 0.0066 -0.0034 0.217
H 6.762819 -1.154014 -0.267029 -0.0054 0.0080 -0.0065 0.219
H 4.568461 -0.055135 -0.671240 -0.0130 0.0015 0.0014 0.230
F 0.491971 -0.346075 5.643149 0.0476 0.0461 0.0032 -0.293
C 0.252012 0.345817 4.543994 -0.0084 0.0032 -0.0372 0.749
F 0.981951 1.462691 4.560781 -0.0442 -0.0360 -0.0231 -0.308
F -1.030932 0.691219 4.502196 -0.0120 0.0139 0.0094 -0.305
S 0.743511 -0.644347 3.022287 0.4085 -0.4245 0.2154 2.238
O -0.374879 -0.318927 2.100866 0.0884 0.1631 -0.5023 -0.953
O 2.014956 -0.125234 2.617890 -0.0948 0.1620 -0.0245 -0.913
N 0.873344 -2.134155 3.418443 -0.3663 0.2005 0.0290 -1.185
S -0.352990 -2.985242 4.023598 0.2489 -0.1096 -0.1200 2.228
O 0.190649 -3.964094 4.903370 -0.0783 -0.0150 0.0275 -0.896
O -1.462887 -2.168402 4.413534 -0.0148 0.0875 0.0122 -0.931
C -0.968939 -3.968142 2.542893 0.0254 0.0002 0.0368 0.724
F -0.213480 -3.762522 1.466670 0.0585 -0.0027 -0.0455 -0.312
F -0.953845 -5.265148 2.828195 -0.0057 -0.0114 0.0214 -0.304
F -2.217129 -3.613864 2.249970 -0.0698 0.0516 -0.0111 -0.310
```
Forces are in eV/Å.

Properties
- HOMO energy (alpha / beta): -8.39 / -8.39 eV
- E: -21527.4596 Eh
- Kohn-Sham gap (alpha / beta): 6.22 / 6.22 eV
- 2S+1: 1
- Charge: 0

---

Here is the molecule C9H5N3 from the OMol25 dataset. Energies are from the ωB97M-V functional and the def2-TZVPD basis.

Structure (XYZ):
```
17
Properties=species:S:1:pos:R:3:forces:R:3:nbo_charge:R:1
N -2.650528 2.779249 -2.604541 0.9368 -1.4616 0.3761 -0.262
N -0.467427 -1.021858 -3.446359 -0.6921 1.4962 1.8157 -0.247
C -2.010854 1.864149 -2.278410 -0.9076 1.3256 -0.4403 0.264
C -0.792614 -0.243839 -2.636335 0.7201 -1.4327 -1.6718 0.253
N 1.695521 -1.456783 2.152074 -0.2334 0.8257 -0.4918 -0.388
C -1.189409 0.806766 -1.744415 0.2880 0.4135 1.5314 -0.259
C -0.804889 0.954431 -0.436431 0.2105 -0.7010 -0.5828 -0.017
C 1.644412 -0.108723 2.287340 -1.3655 -1.0077 -1.5882 0.036
C 0.983379 -2.023407 1.142803 0.5568 1.0185 1.1117 0.035
C 0.838801 0.673010 1.425251 0.1542 -1.5117 0.3585 -0.215
C 0.163375 -1.306023 0.277168 0.0956 0.1764 0.0982 -0.220
C 0.056188 0.082629 0.405233 0.7276 0.1325 0.4282 -0.077
H -1.145018 1.843529 0.084662 -0.0604 0.0502 -0.2445 0.235
H 2.184194 0.374150 3.096818 0.0702 -0.2894 -0.1047 0.207
H 1.089294 -3.098891 1.100888 -0.1814 -0.0242 -0.2420 0.209
H 0.820867 1.703855 1.638034 -0.2021 1.2314 -0.1031 0.216
H -0.415291 -1.822244 -0.463780 -0.1174 -0.2418 -0.2508 0.232
```
Forces are in eV/Å.

Properties
- SMILES: N#CC(C#N)=Cc1ccncc1
- HOMO energy: -10.25 eV
- E: -510.1740 Eh
- Energy relative to the best compared isomer or geometry (same formula, charge and spin): 18.0 kJ/mol
- Kohn-Sham gap: 8.71 eV
- 2S+1: 1
- Charge: 0

---

Here is a cluster of 25 separate species, C9H66NO25 in total from the OMol25 dataset. Energies are from the ωB97M-V functional and the def2-TZVPD basis.

Structure (XYZ):
```
101
Properties=species:S:1:pos:R:3:forces:R:3:lowdin_charge:R:1
C 32.123000 -2.210360 -32.936470 0.4391 -0.5110 -0.0931 -0.045
C 31.279310 -1.500200 -31.851630 -1.8003 0.6429 0.1334 -0.486
C 30.254990 -0.566620 -32.654950 0.8158 -1.4868 -0.8381 -0.134
C 29.151570 -1.428100 -33.283390 2.4483 2.1449 -1.1922 -0.236
C 28.492680 -2.192750 -32.282170 -1.5114 -2.8089 1.9246 -0.176
C 29.401330 -3.103880 -31.356130 0.4571 -1.1201 0.5222 -0.477
N 30.564580 -2.378300 -30.895550 0.2237 1.1223 1.2366 -0.215
O 31.399890 -3.080170 -29.910870 -0.8563 0.6512 -1.7691 -0.350
C 29.829390 -4.426530 -32.082740 0.1838 0.1323 -0.3602 -0.054
C 28.519830 -3.574000 -30.148280 -0.9142 0.6363 0.3092 -0.069
C 32.040990 -0.444230 -31.076060 2.6687 -0.5592 0.1650 -0.080
H 31.580570 -2.977230 -33.489440 -0.6288 0.4230 -0.1529 0.050
H 32.958050 -2.841670 -32.632740 0.2708 0.4583 0.8683 0.066
H 32.508750 -1.479770 -33.647470 0.1050 0.0229 -0.0944 0.072
H 30.828180 -0.192840 -33.503380 0.2873 0.2455 -0.0303 0.093
H 29.995950 0.343870 -32.114590 -0.6239 -0.4128 0.4445 0.104
H 29.659850 -2.116660 -33.958400 0.1059 0.0165 -0.2738 0.100
H 28.538270 -0.789580 -33.919190 -0.5352 -0.1385 0.0887 0.109
H 27.905120 -2.941540 -32.813380 -0.7186 -0.1001 0.1971 0.110
H 27.816360 -1.576270 -31.690020 0.0055 -0.0500 0.3527 0.111
H 29.244140 -5.299500 -31.793750 -0.5913 0.1121 -0.4385 0.060
H 30.836410 -4.765520 -31.839670 0.2147 0.6358 0.4346 0.060
H 29.849040 -4.242140 -33.156850 -0.3446 -0.4251 -0.2690 0.051
H 28.676700 -4.505690 -29.604730 1.4332 0.1201 -0.0689 0.061
H 27.483670 -3.806860 -30.393770 -0.3816 0.3770 -1.1048 0.057
H 28.389280 -2.768070 -29.426110 0.4530 0.1141 0.1916 0.064
H 33.026680 -0.848560 -30.845770 0.0748 -0.4445 0.7394 0.063
H 31.628550 -0.068450 -30.139700 -0.4686 -0.2604 -0.3041 0.080
H 32.411260 0.371630 -31.696850 -0.7467 0.4402 -0.4170 0.069
O 27.364780 1.194840 -29.255130 -0.2267 0.2955 -0.0875 -0.056
H 27.971390 1.155760 -28.515710 0.2095 -0.0341 0.2061 0.029
H 27.493250 0.365260 -29.715040 0.1170 -0.2848 -0.1544 0.015
O 26.101270 -5.767540 -35.846900 -0.1276 0.1719 -0.3550 -0.048
H 26.983730 -6.138320 -35.843360 0.3474 -0.1767 0.0125 0.024
H 25.813560 -5.824030 -34.935710 -0.1224 0.0320 0.2613 0.032
O 37.342140 -5.039010 -33.584310 0.0752 0.1923 -0.1967 -0.053
H 36.620620 -5.251650 -32.992350 -0.2705 -0.0460 0.2485 0.015
H 37.947240 -5.775820 -33.499520 0.1463 -0.1643 0.0144 0.027
O 31.718240 -2.392910 -38.899550 0.1520 -0.2738 -0.0845 -0.052
H 31.957820 -1.466720 -38.931080 0.1221 0.2126 0.0124 0.032
H 30.855910 -2.403740 -38.484220 -0.3131 -0.0299 0.1268 0.030
O 30.981110 -7.407870 -25.997990 -0.2227 -0.2038 0.2312 -0.054
H 31.851290 -7.612040 -26.340510 0.1973 -0.0562 -0.0752 0.029
H 30.653340 -6.715950 -26.572480 -0.0689 0.2953 -0.1949 0.035
O 36.908340 -2.418080 -28.615020 0.2210 0.1484 0.1987 -0.054
H 36.265220 -3.099070 -28.417830 -0.2302 -0.1464 0.0633 0.029
H 36.867700 -2.317750 -29.566080 -0.0438 0.0448 -0.2569 0.029
O 27.149800 -3.327670 -38.342730 0.2533 0.2222 -0.0790 -0.055
H 26.714920 -3.864940 -37.680580 -0.1672 -0.2261 0.3855 0.009
H 26.757630 -3.603640 -39.171150 -0.0869 -0.0395 -0.1985 0.027
O 22.934910 -4.131810 -28.178560 0.0679 0.1298 0.2541 -0.052
H 22.597760 -5.010300 -28.002980 -0.0511 -0.2213 0.0503 0.026
H 22.787400 -4.000920 -29.115230 0.0016 0.1052 -0.3014 0.026
O 36.528270 1.456340 -34.549330 -0.0985 -0.1231 -0.1513 -0.053
H 37.172090 1.337170 -33.851100 0.1337 -0.1024 0.2044 0.028
H 36.549200 2.394630 -34.737490 -0.0387 0.2278 -0.0599 0.024
O 27.275020 -8.889820 -26.174710 -0.2069 -0.1577 -0.2119 -0.053
H 28.171230 -8.565670 -26.085530 0.3803 0.0915 -0.0183 0.018
H 26.848840 -8.646270 -25.352960 -0.1201 0.0641 0.1804 0.029
O 25.243680 -2.035230 -24.976240 0.1097 0.1118 0.2744 -0.056
H 24.337460 -2.342000 -25.006220 -0.2295 -0.0610 -0.0553 0.025
H 25.635490 -2.364810 -25.785000 0.1095 -0.0619 -0.2559 0.029
O 22.150710 -2.811050 -32.843820 -0.2597 0.1019 0.0779 -0.055
H 22.888840 -2.275390 -33.134430 0.1818 0.1584 -0.0538 0.030
H 22.476520 -3.710230 -32.883240 0.1130 -0.3493 0.0234 0.015
O 30.040480 4.661050 -30.266250 0.0299 0.3219 0.0330 -0.056
H 29.357100 4.063440 -30.569710 -0.2347 -0.2070 -0.0272 0.027
H 30.843850 4.141430 -30.295120 0.1857 -0.1640 0.0093 0.026
O 25.083120 1.036640 -37.436350 -0.1639 0.1076 -0.1861 -0.056
H 25.924050 0.586280 -37.515440 0.2186 -0.1703 -0.0517 0.027
H 24.968740 1.167840 -36.495110 -0.0506 0.0410 0.2370 0.028
O 23.362130 -6.524570 -32.129110 -0.0869 0.3399 -0.1973 -0.051
H 24.050960 -6.891340 -31.574830 0.2786 -0.1568 0.2334 0.021
H 22.660050 -7.174610 -32.101170 -0.1561 -0.1631 -0.0042 0.030
O 34.781790 -6.319140 -30.791590 0.3648 -0.1337 -0.2697 -0.056
H 34.591030 -6.948200 -30.095800 -0.0588 -0.1510 0.1308 0.030
H 34.223310 -5.567040 -30.594900 -0.3808 0.3800 0.0135 0.030
O 30.436550 -10.734880 -33.651500 -0.1379 -0.3024 0.1139 -0.056
H 31.322200 -10.556120 -33.967570 0.3023 0.1029 -0.0298 0.021
H 29.926250 -9.971970 -33.923150 -0.1329 0.2609 -0.1124 0.019
O 35.600160 4.441110 -27.869280 0.2308 0.0493 0.0728 -0.055
H 34.722800 4.088450 -27.720620 -0.2118 -0.1993 0.1190 0.030
H 35.505250 5.005040 -28.636880 -0.0033 0.1382 -0.1843 0.024
O 34.880490 0.342340 -26.185890 0.1160 0.1731 0.2296 -0.056
H 35.416360 0.022520 -26.911700 0.1900 -0.1333 -0.2064 0.022
H 33.981980 0.131760 -26.439990 -0.3772 -0.0827 -0.0384 0.018
O 33.036730 -5.479740 -37.000490 -0.0808 -0.3975 0.0450 -0.055
H 32.559720 -4.946850 -37.636660 -0.0975 0.2606 -0.2198 0.014
H 33.524800 -4.846120 -36.474610 0.1331 0.1822 0.1617 0.032
O 30.910910 -0.347740 -26.457060 0.0994 0.3568 0.1235 -0.058
H 30.933120 -0.995630 -27.161320 0.0602 -0.3424 -0.4929 0.026
H 30.483420 -0.799040 -25.729180 -0.0828 -0.0930 0.1741 0.026
O 29.430410 -8.015630 -36.303910 -0.2181 -0.0182 0.2498 -0.045
H 29.189320 -8.496200 -37.095840 -0.0787 -0.1685 -0.1800 0.033
H 30.136300 -7.432330 -36.582690 0.2934 0.2301 0.0001 0.028
O 33.893340 -8.585380 -33.936200 -0.0314 -0.3569 -0.1110 -0.051
H 34.486380 -8.153750 -33.321210 0.1080 0.1549 0.2573 0.018
H 33.393990 -7.870100 -34.330210 -0.1376 0.2277 -0.1278 0.028
O 24.990020 -9.228270 -29.906060 -0.2583 0.1921 -0.1695 -0.051
H 25.611370 -9.188350 -29.179040 0.2251 0.1001 0.2800 0.029
H 25.056670 -10.126640 -30.229670 0.0247 -0.2043 -0.1121 0.031
```
Forces are in eV/Å.

Properties
- HOMO energy: -2.63 eV
- E: -2318.1183 Eh
- Energy relative to the best compared isomer or geometry (same formula, charge and spin): 572.4 kJ/mol
- Kohn-Sham gap: 4.15 eV
- 2S+1: 1
- Charge: -1

---

Q: The lowest charge belongs to which entry?
A: C9H66NO25